Version i
Below is C23H29N3O5S in the gas phase, with properties calculated with ωB97M-V/def2-TZVPD.

Each atom is followed by the atoms it is bonded to, with distances in Å.
Cartesian coordinates (Å):
1 C -2.14560 1.80471 -2.35902  O2 1.414, H33 1.091, H34 1.092, H35 1.090
2 O -2.71706 0.85884 -1.47654  C1 1.414, C3 1.360
3 C -2.40755 0.82547 -0.15310  O2 1.360, C4 1.389, C8 1.409
4 C -3.20354 -0.03665 0.59036  C3 1.389, C5 1.386, H36 1.079
5 C -3.03490 -0.23114 1.95246  C4 1.386, C6 1.387, C32 1.505
6 C -2.02485 0.46697 2.59857  C5 1.387, C7 1.390, C11 1.511
7 C -1.22908 1.34689 1.87339  C6 1.390, C8 1.387, H37 1.080
8 C -1.38764 1.53788 0.50886  C3 1.409, C7 1.387, O9 1.371
9 O -0.58670 2.36121 -0.24048  C8 1.371, C10 1.404
10 C 0.39606 3.13536 0.39717  O9 1.404, H38 1.094, H39 1.089, H40 1.096
11 C -1.79861 0.26112 4.07845  C6 1.511, N12 1.452, H41 1.094, H42 1.098
12 N -2.27429 -1.02127 4.56481  C11 1.452, C13 1.453, C31 1.450
13 C -1.40096 -2.15623 4.31724  N12 1.453, C14 1.532, H43 1.092, H44 1.097
14 C -0.96178 -2.33087 2.85977  C13 1.532, O15 1.209, N16 1.370
15 O -1.54923 -3.02901 2.06656  C14 1.209
16 N 0.16201 -1.60690 2.55777  C14 1.370, C17 1.391, H45 1.011
17 C 0.60189 -1.17229 1.31128  N16 1.391, C18 1.394, C30 1.398
18 C -0.07674 -1.46295 0.12925  C17 1.394, C19 1.383, H46 1.077
19 C 0.32079 -0.86228 -1.05098  C18 1.383, C20 1.381, H47 1.078
20 C 1.40573 -0.00795 -1.05853  C19 1.381, S21 1.781, C29 1.382
21 S 1.89818 0.86202 -2.53298  C20 1.781, O22 1.439, O23 1.435, N24 1.686
22 O 0.87822 0.71209 -3.53702  S21 1.439
23 O 2.29926 2.19488 -2.18217  S21 1.435
24 N 3.29867 0.00690 -2.92009  S21 1.686, C25 1.459, C28 1.455
25 C 3.02539 -1.24985 -3.60999  N24 1.459, C26 1.539, H48 1.091, H49 1.093
26 C 3.72626 -1.16786 -4.97779  C25 1.539, C27 1.529, H50 1.091, H51 1.087
27 C 4.00247 0.32599 -5.14838  C26 1.529, C28 1.527, H52 1.088, H53 1.090
28 C 4.26717 0.75533 -3.70737  N24 1.455, C27 1.527, H54 1.088, H55 1.095
29 C 2.13318 0.22894 0.09266  C20 1.382, C30 1.379, H56 1.078
30 C 1.72951 -0.34721 1.27897  C17 1.398, C29 1.379, H57 1.081
31 C -3.66398 -1.20147 4.19099  N12 1.450, C32 1.533, H58 1.092, H59 1.095
32 C -3.91139 -1.21625 2.67767  C5 1.505, C31 1.533, H60 1.092, H61 1.093
33 H -2.26656 2.82407 -1.98882  C1 1.091
34 H -1.08891 1.60702 -2.54826  C1 1.092
35 H -2.70513 1.68834 -3.28750  C1 1.090
36 H -3.97561 -0.57349 0.06140  C4 1.079
37 H -0.45754 1.88733 2.40081  C7 1.080
38 H 1.09237 2.51650 0.97041  C10 1.094
39 H 0.94375 3.61757 -0.41085  C10 1.089
40 H -0.05359 3.88912 1.05366  C10 1.096
41 H -0.74091 0.37571 4.33280  C11 1.094
42 H -2.34692 1.03089 4.63806  C11 1.098
43 H -1.93852 -3.05625 4.62262  C13 1.092
44 H -0.51892 -2.04205 4.95877  C13 1.097
45 H 0.63434 -1.16766 3.33646  N16 1.011
46 H -0.93211 -2.11637 0.15293  C18 1.077
47 H -0.22731 -1.02601 -1.96505  C19 1.078
48 H 1.94487 -1.35453 -3.72233  C25 1.091
49 H 3.39947 -2.08092 -3.00573  C25 1.093
50 H 4.66622 -1.72051 -4.95102  C26 1.091
51 H 3.10572 -1.57263 -5.77383  C26 1.087
52 H 4.83967 0.53080 -5.81218  C27 1.088
53 H 3.11177 0.83420 -5.51920  C27 1.090
54 H 4.12264 1.81782 -3.52222  C28 1.088
55 H 5.27293 0.46191 -3.38847  C28 1.095
56 H 2.98426 0.88899 0.04098  C29 1.078
57 H 2.26760 -0.14063 2.19408  C30 1.081
58 H -4.02610 -2.12811 4.64223  C31 1.092
59 H -4.21117 -0.36913 4.64464  C31 1.095
60 H -4.96140 -0.99413 2.47631  C32 1.092
61 H -3.70580 -2.21224 2.27752  C32 1.093

Results
SMILES	COc1cc2c(cc1OC)CN(CC(=O)Nc1ccc(S(=O)(=O)N3CCCC3)cc1)CC2

And the Löwdin charges, in e, turn out to be: -0.0587 -0.0661 -0.2063 0.0510 -0.1767 -0.1698 0.0241 -0.1924 -0.1093 -0.0764 -0.1322 -0.1572 -0.0881 -0.4332 0.0825 0.1400 -0.2114 0.0162 -0.0312 -0.2771 0.6781 -0.2907 -0.2865 -0.2264 -0.1926 -0.1565 -0.1634 -0.1974 -0.0669 -0.0094 -0.1691 -0.1142 0.0979 0.0633 0.0972 0.1350 0.1156 0.0775 0.0911 0.1018 0.1199 0.1308 0.1316 0.1236 0.1340 0.1125 0.1245 0.1040 0.1201 0.1088 0.1098 0.1101 0.1136 0.1077 0.1257 0.1216 0.1182 0.1208 0.1233 0.1209 0.1064



Version ii
Below is C23H29N3O5S in the gas phase, with properties calculated with ωB97M-V/def2-TZVPD.

Each atom is followed by the atoms it is bonded to, with distances in Å.
Cartesian coordinates (Å):
1 C 0.13768 0.39227 -5.85966  C2 1.520, H33 1.087, H34 1.086, H35 1.086
2 C -1.11435 -0.40675 -6.18102  C1 1.520, O3 1.420, H36 1.101, H37 1.097
3 O -1.06749 -1.61979 -5.44384  C2 1.420, C4 1.410
4 C -2.10990 -2.52651 -5.72522  O3 1.410, C5 1.534, H38 1.100, H39 1.095
5 C -3.43453 -2.21788 -5.01576  C4 1.534, C6 1.531, H40 1.091, H41 1.092
6 C -3.29791 -2.29958 -3.49319  C5 1.531, N7 1.449, H42 1.095, H43 1.091
7 N -2.44569 -1.26003 -2.95197  C6 1.449, S8 1.677, H44 1.015
8 S -3.15016 0.25528 -2.80995  N7 1.677, O9 1.440, O10 1.434, C11 1.783
9 O -2.69053 1.12897 -3.85788  S8 1.440
10 O -4.56413 0.08736 -2.64166  S8 1.434
11 C -2.42075 0.78491 -1.27104  S8 1.783, C12 1.380, C32 1.382
12 C -3.16470 0.75973 -0.10866  C11 1.380, C13 1.383, H45 1.078
13 C -2.59045 1.14372 1.09002  C12 1.383, C14 1.394, H46 1.077
14 C -1.25639 1.54612 1.11419  C13 1.394, N15 1.396, C31 1.397
15 N -0.60189 1.94284 2.28168  C14 1.396, C16 1.362, H47 1.011
16 C -1.10393 2.08230 3.53995  N15 1.362, O17 1.209, C18 1.532
17 O -2.25029 1.86332 3.85644  C16 1.209
18 C -0.06225 2.49809 4.58322  C16 1.532, C19 1.525, C30 1.538, H48 1.091
19 C 0.98310 3.48932 4.08291  C18 1.525, C20 1.526, H49 1.089, H50 1.092
20 C 2.09025 2.60584 3.51523  C19 1.526, O21 1.210, N22 1.363
21 O 2.93961 2.96185 2.73081  C20 1.210
22 N 1.92614 1.35777 4.03726  C20 1.363, C23 1.406, C30 1.451
23 C 2.74485 0.23958 3.79827  N22 1.406, C24 1.392, C29 1.393
24 C 2.78870 -0.80122 4.72139  C23 1.392, C25 1.383, H51 1.079
25 C 3.57126 -1.91509 4.47963  C24 1.383, C26 1.388, H52 1.080
26 C 4.32840 -2.02502 3.32206  C25 1.388, C27 1.498, C28 1.390
27 C 5.18793 -3.22417 3.06542  C26 1.498, H53 1.090, H54 1.088, H55 1.087
28 C 4.28163 -0.97814 2.40878  C26 1.390, C29 1.380, H56 1.080
29 C 3.50176 0.13856 2.63352  C23 1.393, C28 1.380, H57 1.077
30 C 0.80220 1.28063 4.95243  C18 1.538, N22 1.451, H58 1.093, H59 1.097
31 C -0.51296 1.56359 -0.06872  C14 1.397, C32 1.380, H60 1.081
32 C -1.09813 1.18631 -1.26037  C11 1.382, C31 1.380, H61 1.078
33 H 1.02343 -0.21682 -6.02210  C1 1.087
34 H 0.18286 1.27231 -6.49425  C1 1.086
35 H 0.11122 0.71163 -4.82181  C1 1.086
36 H -1.15768 -0.64139 -7.25572  C2 1.101
37 H -1.99957 0.18051 -5.90924  C2 1.097
38 H -2.27709 -2.57510 -6.81154  C4 1.100
39 H -1.73780 -3.49961 -5.38722  C4 1.095
40 H -4.18091 -2.93808 -5.35395  C5 1.091
41 H -3.77867 -1.21557 -5.27746  C5 1.092
42 H -2.87920 -3.26722 -3.19900  C6 1.095
43 H -4.27413 -2.17091 -3.02250  C6 1.091
44 H -1.58685 -1.19879 -3.49016  N7 1.015
45 H -4.19490 0.44655 -0.16106  C12 1.078
46 H -3.16307 1.13915 2.00226  C13 1.077
47 H 0.37377 2.16762 2.14046  N15 1.011
48 H -0.61907 2.86189 5.44805  C18 1.091
49 H 0.61603 4.19769 3.34117  C19 1.089
50 H 1.40266 4.06395 4.91185  C19 1.092
51 H 2.22227 -0.74799 5.63776  C24 1.079
52 H 3.59142 -2.71110 5.20996  C25 1.080
53 H 6.23536 -2.97752 3.24016  C27 1.090
54 H 5.09151 -3.55202 2.03231  C27 1.088
55 H 4.91680 -4.04610 3.72314  C27 1.087
56 H 4.86288 -1.03978 1.50039  C28 1.080
57 H 3.49055 0.93857 1.91283  C29 1.077
58 H 0.26694 0.33677 4.82208  C30 1.093
59 H 1.14132 1.35519 5.99288  C30 1.097
60 H 0.52061 1.87923 -0.04676  C31 1.081
61 H -0.54777 1.21274 -2.18682  C32 1.078

Results
SMILES	CCOCCCNS(=O)(=O)c1ccc(NC(=O)[C@@H]2CC(=O)N(c3ccc(C)cc3)C2)cc1

And the Löwdin charges, in e, turn out to be: -0.0594 -0.2761 -0.1814 -0.2176 -0.1517 -0.2390 -0.1145 0.6601 -0.2923 -0.2857 -0.2817 -0.0367 0.0148 -0.1958 0.1584 -0.4262 0.0900 -0.1794 -0.0336 -0.4599 0.0820 0.0112 -0.1843 -0.0170 -0.0415 -0.2847 -0.0525 -0.0340 0.0005 -0.0885 -0.0005 -0.0538 0.0775 0.0788 0.0598 0.1223 0.0970 0.1220 0.1264 0.1179 0.1093 0.1226 0.1069 0.0924 0.1153 0.1036 0.1239 0.1506 0.1334 0.1360 0.1042 0.1114 0.0840 0.0792 0.0741 0.1157 0.1027 0.1411 0.1358 0.1179 0.1088



The calculated energies rank the structures as follows, beginning with the most stable: version ii, version i.



Version i
Below is 2 unconnected molecules or ions with the total composition C4H10N, with properties calculated with ωB97M-V/def2-TZVPD.

Each atom is followed by the atoms it is bonded to, with distances in Å.
Cartesian coordinates (Å):
1 C -0.33519 -0.53683 -2.57871  H2 1.098, H3 1.079, H4 1.096, H5 1.110
2 H -1.03640 -1.24572 -3.03938  C1 1.098
3 H 0.29900 -1.15671 -1.96441  C1 1.079
4 H -0.86820 0.23782 -2.01635  C1 1.096
5 H 0.19284 -0.01946 -3.40663  C1 1.110
6 C 0.35647 0.61953 1.42668  C7 1.404, N9 1.410, H10 1.093
7 C 0.78623 1.86213 0.93308  C6 1.404, H11 1.137, H12 1.105
8 C -0.67976 -1.41596 0.61953  N9 1.288, H13 1.061, H14 1.086
9 N 0.00759 -0.33925 0.45299  C6 1.410, C8 1.288, H15 1.034
10 H 0.20363 0.36734 2.47961  C6 1.093
11 H 0.86141 2.13396 -0.16856  C7 1.137
12 H 1.10210 2.68635 1.59827  C7 1.105
13 H -0.70537 -2.18513 -0.11052  C8 1.061
14 H -1.24763 -1.48426 1.54278  C8 1.086
15 H 0.37895 -0.13266 -0.48926  N9 1.034

Results
charge	+1

And the Löwdin charges, in e, turn out to be: -0.0364 0.0488 0.0028 0.0313 0.0571 -0.1029 0.1295 0.1964 -0.0023 0.1325 0.1036 0.0868 0.1103 0.1310 0.1115



Version ii
Below is 2 unconnected molecules or ions with the total composition C4H10N, with properties calculated with ωB97M-V/def2-TZVPD.

Each atom is followed by the atoms it is bonded to, with distances in Å.
Cartesian coordinates (Å):
1 C -0.44341 -1.82264 0.69604  C2 1.553, H6 1.092, H7 1.085, H8 1.089
2 C 0.41642 -0.53061 0.63759  C1 1.553, C3 1.538, H9 1.094, H10 1.091
3 C 0.29283 0.29528 -0.65415  C2 1.538, C4 1.318, H13 1.225
4 C 0.23638 -0.15192 -1.89256  C3 1.318, H11 1.089, H12 1.076
5 N -0.30347 2.44587 0.58646  H14 1.024, H15 1.026
6 H -0.01995 -2.44945 1.48415  C1 1.092
7 H -0.36358 -2.34504 -0.25100  C1 1.085
8 H -1.48780 -1.59365 0.90106  C1 1.089
9 H 1.49020 -0.70238 0.75818  C2 1.094
10 H 0.12270 0.09579 1.48147  C2 1.091
11 H 0.51133 0.37426 -2.80609  C4 1.089
12 H -0.13574 -1.14463 -2.07741  C4 1.076
13 H 0.12596 1.44371 -0.26196  C3 1.225
14 H -0.98543 3.19592 0.43858  N5 1.024
15 H 0.54356 2.88947 0.95965  N5 1.026

Results
charge	+1

And the Löwdin charges, in e, turn out to be: -0.0342 -0.1893 -0.0347 0.1393 0.2001 0.1000 0.0698 0.0950 0.1298 0.1024 0.1112 0.1048 0.0582 0.0758 0.0716



The calculated energies rank the structures as follows, beginning with the most stable: version i, version ii.